No. 1
13
Properties=species:S:1:pos:R:3:forces:R:3:nbo_charge:R:1 method="wB97M-V/def2-TZVPD" mol_weight_g_mol=94.1 e_lumo_ev=0.92 spin_multiplicity=1 e_tot_ev=-8359.7133 orbital_gap_ev=9.68 homo_energy_ev=-8.76 de_lowest_kcal_mol=156.6
C 0.605 2.467 -0.701 -0.13 -0.42 0.09 -0.1920
C 0.227 1.344 -0.480 0.13 0.45 -0.09 -0.0366
C -0.222 0.005 -0.228 0.14 0.15 -0.13 -0.3119
C -1.416 -0.544 1.087 0.14 0.07 0.19 -0.3120
C 0.025 -0.704 1.124 -0.05 0.19 0.33 0.0508
O 0.564 -1.868 0.504 0.05 -0.12 0.05 -0.5122
C 0.420 -1.276 -0.789 0.01 -0.03 -0.35 -0.0339
H 0.947 3.460 -0.889 -0.07 -0.18 0.02 0.2423
H -1.395 -0.148 -0.324 -0.01 0.04 -0.11 0.3292
H -1.608 0.448 1.535 0.01 -0.13 -0.08 0.1701
H 0.670 -0.241 1.871 -0.15 -0.09 -0.09 0.2175
H 1.391 -1.069 -1.252 -0.14 -0.02 0.07 0.1951
H -0.207 -1.874 -1.457 0.06 0.09 0.10 0.1936

=====

No. 2
11
Properties=species:S:1:pos:R:3:forces:R:3:nbo_charge:R:1 method="wB97M-V/def2-TZVPD" mol_weight_g_mol=57.1 e_lumo_ev="4.04 / 4.55" spin_multiplicity=2 total_charge=-1 e_tot_ev=-4711.8198 orbital_gap_ev="2.05 / 8.83" homo_energy_ev="1.99 / -4.28" de_lowest_kcal_mol=12.5
C -0.834 0.016 1.525 0.09 -0.50 -0.19 -1.1028
C -0.345 0.463 0.185 0.05 -0.21 -0.48 -0.2680
C 0.408 -0.302 -0.608 -0.75 -0.31 -0.30 -0.0950
N 0.946 0.087 -1.860 -0.10 0.15 -0.19 -0.9784
H -0.272 -0.870 1.846 -0.10 0.00 0.04 0.1834
H -1.891 -0.256 1.524 -0.06 0.15 0.03 0.1789
H -0.687 0.756 2.312 -0.04 0.29 0.15 0.1412
H -0.687 1.401 -0.238 0.34 0.40 0.30 0.1756
H 0.395 -1.385 -0.481 0.59 -0.02 0.48 0.1414
H 1.302 -0.708 -2.375 0.08 0.02 -0.01 0.2797
H 1.666 0.799 -1.830 -0.10 0.03 0.15 0.3441

=====

No. 3
41
Properties=species:S:1:pos:R:3:forces:R:3:nbo_charge:R:1 method="wB97M-V/def2-TZVPD" mol_weight_g_mol=382.9 e_lumo_ev=0.59 spin_multiplicity=1 e_tot_ev=-51311.3143 smiles=Clc1cccc(CSc2nnc(-c3cccnc3)n2Cc2ccco2)c1 orbital_gap_ev=8.94 homo_energy_ev=-8.35 de_lowest_kcal_mol=2.4
Cl 2.772 3.462 -5.808 0.12 0.17 -0.02 0.0075
C 1.808 2.031 -5.711 -0.14 -0.19 0.02 -0.0174
C 1.817 1.128 -6.762 0.03 0.05 0.02 -0.2354
C 1.042 -0.015 -6.671 0.02 0.00 -0.03 -0.1898
C 0.269 -0.252 -5.547 -0.02 0.05 0.08 -0.2000
C 0.258 0.660 -4.499 0.17 -0.06 -0.11 -0.0411
C -0.558 0.406 -3.276 -0.02 -0.16 0.50 -0.5056
S 0.494 -0.379 -1.987 0.21 0.05 -0.44 0.2484
C -0.632 -0.256 -0.675 -0.05 -0.07 0.05 0.1706
N -1.841 0.235 -0.742 0.55 0.08 -0.98 -0.3245
N -2.370 0.163 0.485 -0.53 -0.12 1.23 -0.2641
C -1.497 -0.383 1.288 -0.03 0.01 -0.41 0.3075
C -1.719 -0.628 2.701 -0.15 -0.08 0.56 -0.1310
C -2.367 0.329 3.479 0.15 -0.20 -0.04 -0.1305
C -2.549 0.081 4.827 0.01 -0.07 -0.02 -0.2566
C -2.079 -1.117 5.348 -0.17 0.26 0.10 0.0416
N -1.495 -2.047 4.611 0.17 -0.49 0.23 -0.4223
C -1.325 -1.813 3.325 -0.21 0.29 -0.27 0.0644
N -0.348 -0.682 0.592 -0.66 0.26 -0.39 -0.3620
C 0.931 -1.145 1.075 0.36 0.13 0.21 -0.2532
C 1.262 -0.523 2.392 0.43 -0.72 0.36 0.2570
C 1.695 -1.059 3.568 -0.09 0.20 -0.76 -0.2810
C 1.808 0.024 4.474 -0.10 0.51 -0.14 -0.3113
C 1.434 1.131 3.782 0.23 -0.22 0.80 0.0976
O 1.106 0.813 2.520 -0.13 0.04 -0.58 -0.4043
C 1.039 1.806 -4.583 0.02 -0.02 -0.09 -0.2281
H 2.421 1.318 -7.634 0.06 0.04 -0.07 0.2289
H 1.043 -0.726 -7.483 0.00 -0.06 -0.08 0.2195
H -0.331 -1.147 -5.483 -0.08 -0.09 0.02 0.2161
H -0.941 1.322 -2.829 -0.08 -0.05 -0.11 0.2530
H -1.382 -0.281 -3.463 -0.04 0.15 -0.03 0.2399
H -2.708 1.243 3.017 -0.02 0.09 -0.04 0.2358
H -3.041 0.801 5.462 -0.03 0.05 0.07 0.2220
H -2.181 -1.352 6.399 -0.06 0.07 0.11 0.1935
H -0.871 -2.618 2.763 0.07 -0.01 -0.17 0.1863
H 1.674 -0.867 0.316 -0.08 -0.09 0.14 0.2383
H 0.937 -2.235 1.176 0.09 0.16 0.02 0.2256
H 1.901 -2.089 3.769 -0.02 -0.28 -0.01 0.2334
H 2.120 -0.026 5.497 0.05 0.07 0.24 0.2334
H 1.360 2.164 4.060 -0.04 0.17 -0.05 0.2082
H 1.047 2.519 -3.773 0.01 0.09 0.08 0.2297

=====

No. 4
50
Properties=species:S:1:pos:R:3:forces:R:3:nbo_charge:R:1 method="wB97M-V/def2-TZVPD" mol_weight_g_mol=422.4 e_lumo_ev="-10.38 / -11.70" spin_multiplicity=2 total_charge=+3 e_tot_ev=-49548.9465 orbital_gap_ev="9.45 / 8.28" homo_energy_ev="-19.83 / -19.99" de_lowest_kcal_mol=21.6
Ru -0.020 0.022 -0.108 -0.38 0.15 -0.16 1.0135
N 0.020 -0.246 1.935 -0.03 0.00 0.10 -0.7038
C 0.011 -1.694 2.286 0.12 -0.01 -0.04 -0.2490
C 0.974 -2.385 1.341 -0.10 0.04 -0.06 -0.2615
N 0.836 -1.881 -0.085 0.12 0.03 -0.02 -0.3158
C 2.203 -1.861 -0.724 -0.10 -0.07 0.15 -0.2375
C 2.942 -0.642 -0.235 -0.10 0.08 -0.13 -0.2520
N 2.031 0.515 -0.472 0.14 -0.14 0.01 -0.7448
C -0.060 -2.782 -0.884 0.01 -0.05 0.11 -0.2448
C -1.486 -2.633 -0.411 0.09 0.02 -0.09 -0.2525
N -1.783 -1.163 -0.323 -0.04 -0.21 0.12 -0.7747
H 0.844 0.200 2.336 0.00 0.02 -0.03 0.4172
H -0.770 0.229 2.374 0.02 -0.01 0.03 0.4240
H -1.009 -2.058 2.208 0.02 0.01 -0.02 0.2192
H 0.330 -1.848 3.317 -0.03 0.03 0.01 0.2696
H 0.832 -3.466 1.358 0.03 0.00 -0.03 0.2621
H 1.996 -2.193 1.661 -0.01 0.01 0.00 0.2379
H 2.062 -1.815 -1.804 0.01 0.02 0.00 0.2280
H 2.724 -2.791 -0.490 0.01 0.00 -0.03 0.2617
H 3.883 -0.515 -0.772 0.00 0.00 0.02 0.2695
H 3.179 -0.685 0.827 -0.01 -0.02 -0.01 0.2204
H 2.126 0.820 -1.439 0.00 -0.01 -0.01 0.4165
H 2.292 1.325 0.091 -0.07 0.04 0.02 0.4515
H 0.288 -3.813 -0.787 0.00 -0.01 -0.05 0.2603
H 0.027 -2.493 -1.932 -0.02 0.02 0.05 0.2265
H -1.655 -3.096 0.558 0.02 0.01 -0.01 0.2311
H -2.165 -3.110 -1.118 -0.01 0.01 0.03 0.2677
H -2.485 -1.010 0.401 0.00 0.05 -0.04 0.4257
H -2.226 -0.887 -1.198 0.00 0.01 -0.01 0.4311
C 1.180 2.832 2.264 -0.01 0.06 -0.01 -0.2687
O 0.894 2.434 0.907 0.19 0.08 0.37 -0.5979
C 0.155 3.417 0.185 -0.28 -0.08 0.04 -0.1023
C -1.318 3.140 0.345 0.23 0.08 -0.08 -0.0894
O -1.576 1.768 -0.076 0.26 0.08 0.07 -0.5893
C -2.995 1.556 -0.261 -0.07 -0.04 -0.02 -0.2583
H 1.740 3.767 2.266 0.00 0.00 0.01 0.2355
H 1.809 2.064 2.715 0.01 0.00 0.00 0.1881
H 0.266 2.956 2.848 0.00 -0.01 0.00 0.1969
H 0.454 3.346 -0.862 -0.01 -0.02 -0.02 0.2060
H 0.391 4.424 0.536 0.00 0.00 -0.02 0.2424
H -1.885 3.813 -0.298 -0.02 -0.02 0.02 0.2323
H -1.658 3.268 1.375 0.01 -0.03 0.00 0.2083
H -3.483 2.505 -0.468 0.00 0.00 0.00 0.2409
H -3.442 1.128 0.638 0.02 0.01 -0.01 0.1975
H -3.154 0.917 -1.126 0.02 -0.01 -0.03 0.1926
Cl -2.006 -1.290 -3.635 -0.04 -0.02 -0.05 0.0495
C -0.589 -0.307 -3.915 0.01 -0.23 -0.29 -0.3742
Cl -0.244 0.784 -2.515 0.03 0.10 0.04 0.0615
H -0.763 0.364 -4.752 0.01 0.04 0.05 0.2838
H 0.285 -0.929 -4.081 -0.02 0.01 0.02 0.2477

=====

No. 5
12
Properties=species:S:1:pos:R:3:forces:R:3:nbo_charge:R:1 method="wB97M-V/def2-TZVPD" mol_weight_g_mol=144.2 e_lumo_ev=0.23 spin_multiplicity=1 e_tot_ev=-28963.9048 orbital_gap_ev=8.53 homo_energy_ev=-8.30 de_lowest_kcal_mol=63.6
C 1.017 -0.213 -1.050 0.41 -0.03 -1.13 -0.3351
C 1.946 -0.555 -0.178 2.56 -2.60 -1.65 0.1378
C 0.743 0.750 0.921 -0.10 1.05 3.65 0.0963
C 0.220 0.645 -0.300 -3.90 0.58 0.15 -0.2653
C -2.597 -0.008 0.014 1.65 1.58 -0.54 -0.6512
O 1.833 -0.082 1.021 -0.94 2.26 1.74 -0.3805
S -2.453 -1.463 0.414 2.43 -7.26 1.65 0.0537
S -1.529 1.149 -0.467 1.48 3.30 -1.40 0.3851
H 1.168 -0.392 -2.092 -0.75 -0.23 -0.40 0.2457
H 2.780 -1.192 -0.360 0.52 -0.30 0.07 0.1956
H 0.450 1.405 1.835 0.57 -1.70 -1.83 0.2324
H -3.577 -0.044 0.241 -3.90 3.35 -0.30 0.2855

=====

No. 6
7
Properties=species:S:1:pos:R:3:forces:R:3:nbo_charge:R:1 method="wB97M-V/def2-TZVPD" mol_weight_g_mol=77.1 e_lumo_ev=-0.55 spin_multiplicity=1 e_tot_ev=-15453.3740 orbital_gap_ev=9.34 homo_energy_ev=-9.90 de_lowest_kcal_mol=125.3
C -0.550 -0.062 -0.172 1.46 -2.62 -1.19 -0.4904
N 0.067 1.017 0.462 4.20 1.18 5.52 -0.6760
O -2.317 1.363 1.523 -0.91 0.28 -0.12 -0.9079
S -1.258 0.390 1.443 1.17 0.19 -1.03 1.3237
H -0.694 0.342 -1.150 -1.54 -0.09 -0.76 0.2424
H -0.054 -1.085 -0.311 -0.79 1.20 0.73 0.2133
H 1.338 0.903 1.425 -3.59 -0.13 -3.15 0.2949